Density functional theory data (ωB97M-V/def2-TZVPD) for an isolated molecule of C4H10N2OS.

The maximum force is 1.82 eV/Å. The value obtained for the HOMO energy is -9.16 eV. Its structure (SMILES) is CNC(=O)[C@@H](N)CS. The value obtained for the total energy is -741.340493 Eh. The value obtained for the frontier orbital gap is 9.965 eV. For the relative energy (zero: lowest compared OMol25 entry of this formula, charge and spin), the calculation gives 23.53 kcal/mol. The LUMO energy is 0.808 eV.

```
! wB97M-V def2-TZVPD RIJCOSX def2/J DEFGRID3
* xyz 0 1
C 1.571 -1.811 -0.005
N 1.349 -0.743 -0.999
C 0.596 0.359 -0.811
O 0.622 1.339 -1.524
C -0.382 0.346 0.398
N 0.225 0.903 1.611
C -1.756 0.944 0.113
S -2.767 -0.189 -0.862
H 1.365 -1.447 1.005
H 2.603 -2.123 -0.028
H 0.826 -2.588 -0.143
H 1.981 -0.805 -1.763
H -0.577 -0.674 0.764
H 1.228 0.795 1.591
H 0.103 1.890 1.840
H -2.215 1.291 1.033
H -1.546 1.871 -0.430
H -3.228 0.643 -1.789
*
```